12 unconnected molecules or ions with the total composition C46H60F6N7O19S2 in a non-equilibrium geometry, computed with the ωB97M-V functional and the def2-TZVPD basis.

HOMO energy   -0.2236 hartree
DFT total energy   -4997.378024 Eh
Kohn-Sham gap   7.92 eV
Strongest force on any atom   4.1 eV Å⁻¹
Charge   -1
Molecular weight   1193.138 g mol⁻¹

Last column: Löwdin charge in e.
Element x y z (Å)
C: 13.47954 -30.25496 -15.05999  -0.67
F: 14.16980 -29.12626 -15.12840  0.14
F: 12.19282 -30.03945 -15.25913  0.14
F: 14.02598 -31.10043 -15.92729  0.15
S: 13.64340 -30.98552 -13.31914  0.68
O: 12.99592 -32.28694 -13.35572  -0.30
O: 15.04496 -31.05318 -13.03151  -0.26
N: 12.71673 -29.83902 -12.47125  -0.32
S: 13.71072 -29.24325 -11.44221  0.55
O: 14.20133 -30.15153 -10.41249  -0.29
O: 14.68364 -28.37817 -12.05139  -0.29
C: 12.51332 -28.13992 -10.46665  -0.64
F: 11.84176 -27.31393 -11.26906  0.12
F: 11.64702 -28.87394 -9.78021  0.14
F: 13.20624 -27.37393 -9.61865  0.12
C: 14.19259 -29.43153 -7.00589  -0.02
C: 12.80966 -30.06775 -7.00994  -0.29
C: 12.81893 -31.44981 -6.34007  -0.08
O: 12.23931 -31.25230 -5.05206  0.08
C: 11.77447 -30.00361 -4.97096  -0.59
O: 11.22921 -29.54733 -4.01488  0.15
O: 11.96456 -29.32943 -6.12077  0.08
H: 14.99781 -30.00112 -7.47318  0.09
H: 14.48928 -29.27022 -5.96522  0.10
H: 14.22345 -28.47609 -7.53142  0.05
H: 12.41803 -30.16483 -8.01691  0.13
H: 13.81533 -31.87445 -6.25939  0.13
H: 12.11584 -32.06993 -6.89893  0.13
C: 11.41911 -25.14763 -7.65436  -0.02
C: 12.01678 -23.78253 -7.93859  -0.32
C: 12.42693 -23.58885 -9.42450  -0.07
O: 11.71015 -22.41876 -9.80726  0.07
C: 11.04282 -21.90336 -8.75867  -0.57
O: 10.35901 -20.92105 -8.76710  0.15
O: 11.08402 -22.74260 -7.71778  0.10
H: 10.52370 -25.28227 -8.27479  0.10
H: 11.02550 -25.27335 -6.64509  0.09
H: 12.08212 -25.97224 -7.90487  0.07
H: 12.91626 -23.73481 -7.31685  0.14
H: 12.03740 -24.45422 -9.95623  0.12
H: 13.50323 -23.45092 -9.47573  0.13
C: 16.00497 -26.28475 -8.40732  -0.02
C: 16.92663 -25.07768 -8.49615  -0.28
C: 18.42792 -25.33622 -8.65363  -0.08
O: 18.74502 -24.73764 -9.90161  0.06
C: 17.63980 -24.22695 -10.49019  -0.58
O: 17.71088 -23.67374 -11.54031  0.14
O: 16.56183 -24.41550 -9.73400  0.08
H: 16.26220 -26.97526 -7.60160  0.09
H: 15.96570 -26.86861 -9.32738  0.10
H: 15.00153 -25.89845 -8.22410  0.07
H: 16.70219 -24.31755 -7.74410  0.15
H: 18.55595 -26.41753 -8.73584  0.14
H: 19.00367 -24.87173 -7.85686  0.13
C: 11.57104 -30.20011 -18.26081  -0.01
C: 10.69449 -30.44455 -19.47627  -0.32
C: 11.45348 -30.77460 -20.76108  -0.07
O: 10.71873 -31.91142 -21.24363  0.06
C: 9.88907 -32.40155 -20.33351  -0.59
O: 9.23814 -33.38948 -20.48290  0.17
O: 9.87462 -31.56862 -19.26560  0.08
H: 10.95185 -30.13285 -17.36851  0.09
H: 12.13925 -29.27366 -18.33861  0.07
H: 12.28279 -31.02315 -18.16954  0.07
H: 10.07060 -29.56349 -19.66685  0.16
H: 12.48429 -31.09211 -20.58316  0.13
H: 11.46306 -30.02697 -21.54937  0.13
C: 12.27120 -34.26166 -18.46644  -0.01
C: 11.78960 -34.67702 -17.08704  -0.28
C: 11.56501 -33.48844 -16.13708  -0.07
O: 10.20233 -33.64706 -15.70730  0.07
C: 9.61153 -34.61813 -16.39627  -0.57
O: 8.45785 -34.92236 -16.31897  0.16
O: 10.48044 -35.23678 -17.22647  0.08
H: 12.04794 -35.05217 -19.18692  0.09
H: 13.32971 -34.07099 -18.65328  0.09
H: 11.72684 -33.37459 -18.78947  0.06
H: 12.38805 -35.47791 -16.65042  0.15
H: 11.68690 -32.51173 -16.60056  0.10
H: 12.28245 -33.54172 -15.31973  0.11
N: 15.77186 -26.20989 -18.07080  0.00
C: 15.13314 -26.65566 -16.93223  -0.10
C: 13.87771 -27.03217 -17.33127  -0.12
C: 13.76767 -26.85926 -18.73323  -0.12
C: 14.93860 -26.26826 -19.14771  -0.15
H: 16.71946 -25.88729 -18.12905  0.14
H: 15.74879 -26.71485 -16.05070  0.09
H: 13.04532 -27.41272 -16.76143  0.06
H: 12.86747 -26.95102 -19.31985  0.08
H: 15.30687 -25.85654 -20.07384  0.10
N: 12.52271 -33.27432 -10.68692  0.04
C: 13.61472 -33.39832 -9.87263  -0.14
C: 13.25900 -34.07545 -8.72372  -0.13
C: 11.93866 -34.56163 -8.95377  -0.12
C: 11.49140 -33.95550 -10.09972  -0.13
H: 12.48539 -32.71803 -11.53230  0.08
H: 14.54698 -32.91667 -10.12190  0.10
H: 13.82722 -34.23642 -7.82243  0.08
H: 11.35484 -35.19310 -8.30417  0.08
H: 10.51317 -33.85517 -10.54875  0.10
N: 10.18001 -31.15978 -12.01339  0.01
C: 9.76006 -32.23639 -12.72196  -0.14
C: 8.50251 -32.59167 -12.26930  -0.10
C: 8.19391 -31.69826 -11.22320  -0.12
C: 9.22453 -30.77587 -11.12530  -0.15
H: 11.10717 -30.75256 -12.14285  0.07
H: 10.36192 -32.71275 -13.47496  0.09
H: 7.91267 -33.45744 -12.51852  0.09
H: 7.28432 -31.72104 -10.64312  0.09
H: 9.40913 -29.98926 -10.41491  0.10
N: 10.67223 -28.11204 -13.75119  0.02
C: 9.32331 -27.92416 -13.61940  -0.14
C: 8.91479 -26.97879 -14.51474  -0.11
C: 10.09099 -26.45395 -15.13325  -0.10
C: 11.13371 -27.18684 -14.65606  -0.18
H: 11.24307 -28.73753 -13.19510  0.07
H: 8.72652 -28.58058 -13.00349  0.10
H: 7.90903 -26.60251 -14.60678  0.09
H: 10.13762 -25.65124 -15.85029  0.09
H: 12.20313 -27.17874 -14.81117  0.09
N: 12.48416 -25.01230 -12.76210  0.01
C: 13.80871 -25.10722 -13.12957  -0.12
C: 14.26807 -23.81513 -13.32273  -0.10
C: 13.15346 -22.96188 -13.27355  -0.12
C: 12.05872 -23.71634 -12.92801  -0.14
H: 11.86334 -25.78918 -12.65679  0.09
H: 14.27120 -26.07751 -13.21384  0.08
H: 15.27964 -23.52400 -13.55630  0.09
H: 13.15544 -21.88531 -13.33704  0.09
H: 11.03033 -23.45795 -12.74015  0.11
N: 18.76693 -27.80719 -14.39321  0.01
C: 17.45173 -27.51406 -14.15951  -0.15
C: 17.39444 -26.33015 -13.47105  -0.09
C: 18.72561 -25.84913 -13.29072  -0.09
C: 19.52792 -26.84518 -13.81487  -0.16
H: 19.10772 -28.64803 -14.81595  0.14
H: 16.60834 -28.13156 -14.42253  0.10
H: 16.53517 -25.78677 -13.10901  0.07
H: 19.06365 -24.89915 -12.91815  0.08
H: 20.60392 -26.91618 -13.88800  0.10